103
Properties=species:S:1:pos:R:3 method="wB97M-V/def2-TZVPD" max_force_ev_per_a=0.5 homo_ev=-10.244 relative_energy_kj_mol=81.3 charge=+1 energy_ev=-165295.500
Ir 0.39216 1.19530 0.51102
S -1.42557 1.40855 2.30843
P -1.67972 -0.53621 1.82632
C -0.25293 -0.70652 0.85836
P 1.17170 -1.65908 1.08958
S 2.43098 -0.09051 0.66017
C 1.30108 -3.02876 -0.06305
C 0.14576 -3.64789 -0.53031
C 0.24674 -4.74127 -1.37987
C 1.49743 -5.20483 -1.76431
C 2.65022 -4.58204 -1.30089
C 2.55497 -3.49778 -0.44352
C 1.54678 -2.35923 2.69919
C 2.01398 -1.51306 3.70622
C 2.28306 -2.02588 4.96330
C 2.07304 -3.37450 5.22339
C 1.60119 -4.21594 4.22587
C 1.34378 -3.71351 2.95934
C -1.81607 -1.62016 3.25134
C -1.33698 -1.21544 4.49359
C -1.39551 -2.08988 5.56872
C -1.91779 -3.36433 5.40095
C -2.39250 -3.77187 4.16031
C -2.35011 -2.89951 3.08568
C -3.18852 -0.84044 0.89062
C -4.40849 -0.49573 1.47393
C -5.58859 -0.71768 0.78663
C -5.55703 -1.29862 -0.47735
C -4.34699 -1.65196 -1.05278
C -3.15876 -1.41941 -0.37104
H -0.82867 -3.27587 -0.23692
H -0.64907 -5.22986 -1.74028
H 1.57569 -6.05576 -2.42835
H 3.62303 -4.94059 -1.60956
H 3.45448 -3.01004 -0.08478
H 2.18443 -0.46511 3.49726
H 2.66162 -1.37393 5.73956
H 2.28482 -3.77244 6.20750
H 1.44575 -5.26738 4.42847
H 0.99517 -4.37850 2.17870
H -0.92162 -0.22215 4.61362
H -1.03482 -1.77350 6.53863
H -1.96212 -4.04347 6.24266
H -2.80628 -4.76392 4.03518
H -2.75086 -3.20706 2.12598
H -4.43324 -0.04939 2.46215
H -6.53468 -0.44347 1.23408
H -6.48191 -1.47574 -1.01073
H -4.32486 -2.10494 -2.03602
H -2.20648 -1.66811 -0.82131
N -4.69793 3.97579 0.23329
C -4.59914 3.61713 -1.07090
O -5.32955 4.05098 -1.93731
C -3.51700 2.63085 -1.41215
C -3.62902 1.91273 -2.59305
C -2.63223 1.01057 -2.91722
C -1.56874 0.85338 -2.04989
N -1.44428 1.55244 -0.91541
C -2.40026 2.43459 -0.61918
H -5.42121 4.62909 0.48191
H -4.19791 3.50477 0.96543
H -4.48684 2.08536 -3.23032
H -2.67177 0.42038 -3.82279
H -0.78076 0.14946 -2.27388
H -2.24210 3.00766 0.28287
F 2.58321 2.70930 1.55000
C 1.37261 2.26639 1.96076
F 0.66857 3.39262 2.25486
F 1.57222 1.63076 3.12692
C 6.45686 2.92851 -0.97545
C 5.48299 3.91645 -0.94226
C 4.14246 3.57510 -1.05384
C 3.76178 2.24121 -1.19884
C 4.75010 1.25935 -1.25155
C 6.08992 1.59951 -1.13474
Ge 1.90146 1.77250 -1.49162
C 0.79081 3.36399 -1.73667
C 0.64126 4.28513 -0.69598
C -0.31227 5.29688 -0.77357
C -1.11934 5.40146 -1.89493
C -0.96777 4.50016 -2.94586
C -0.03041 3.48422 -2.86151
C 1.83318 0.50642 -2.96456
C 2.34545 0.92751 -4.19235
C 2.36907 0.06307 -5.27886
C 1.89280 -1.23436 -5.14658
C 1.39473 -1.66833 -3.92523
C 1.36702 -0.79876 -2.84366
H 7.50223 3.19455 -0.88775
H 5.76586 4.95530 -0.83115
H 3.39926 4.36118 -1.04054
H 4.47603 0.21973 -1.39392
H 6.84774 0.82742 -1.17168
H 1.27791 4.23782 0.17793
H -0.41748 6.00065 0.04244
H -1.86080 6.18749 -1.96043
H -1.58782 4.59120 -3.82910
H 0.06211 2.77601 -3.67815
H 2.73765 1.93292 -4.30660
H 2.76438 0.40193 -6.22770
H 1.91670 -1.90754 -5.99386
H 1.03442 -2.68328 -3.80849
H 0.98618 -1.15025 -1.89256